Below is the ion C2H3O2S2 with charge -1 at a distorted geometry, with properties calculated with wB97M-V/def2-TZVPD.

Last column: Löwdin charge in e.
CARTESIAN COORDINATES (ANGSTROEM)
C1 -1.21 0.62 0.27  -0.840
C2 -0.34 -0.51 0.14  -0.403
O1 1.94 1.07 0.10  -0.549
O2 2.18 -1.29 -0.58  -0.561
S1 -2.28 1.07 -0.85  0.509
S2 1.47 -0.01 -0.78  0.658
H1 -0.99 1.32 1.15  0.066
H2 -0.85 -1.16 -0.51  0.016
H3 0.07 -1.11 1.06  0.105

Calculated values
frontier orbital gap = 7.3 eV
net charge = -1
relative energy (zero: lowest compared OMol25 entry of this formula, charge and spin) = 1.387 eV
M = 123.18 u